[1]
Formula: C46H78AlBFO23S
Source: the Open Molecules 2025 dataset
Level of theory: ωB97M-V with the def2-TZVPD basis set

Each line ends with the Löwdin charge.
Atoms and positions in Å:
H 5.8306 -5.9251 1.6072  0.133
H -7.1700 -3.9016 -8.0025  0.118
B 2.4143 4.7872 0.5332  -0.422
O -2.3677 -2.1875 -2.6693  0.002
H 6.7594 -1.2839 3.0135  0.076
O 1.6484 -0.0972 1.9871  -0.235
H -0.8755 -0.9551 -4.7382  0.120
H -5.7421 0.1834 -0.8015  0.107
H 3.4008 2.6047 -1.3331  0.134
H 3.2049 -0.2888 3.8084  0.157
Al 0.3682 1.2728 1.6950  0.272
H -7.5395 2.3515 0.1370  0.125
H 3.7385 3.7330 2.0649  0.110
H -3.7841 -0.5637 0.9749  0.106
H 5.1681 10.3609 2.8134  0.120
H 2.6807 4.8291 -1.5224  0.108
C -1.3032 -3.1139 -2.8798  -0.182
H -7.2517 -1.7493 6.2997  0.135
C 2.6710 3.5395 1.5666  -0.053
O 4.0582 9.4957 -0.1497  0.023
H 2.9809 6.7706 0.3157  0.104
O 1.5125 -3.5602 -4.2808  0.016
C 5.7274 -0.9056 2.6125  -0.130
C -0.3741 0.6806 -6.0684  -0.158
C 3.8017 2.0068 -0.3807  -0.159
H 9.3512 -4.0489 2.4577  0.129
H -7.3514 0.6111 5.7301  0.121
H -1.3871 -5.2339 -3.3893  0.118
C 2.8942 0.7050 1.7880  -0.247
O 0.2528 -1.0284 5.4244  0.117
O -0.5658 -1.0131 -7.6605  0.030
H -7.5999 4.2192 1.3241  0.098
O -8.6747 -3.4551 4.5027  0.089
H -0.8436 -2.9031 -3.8512  0.101
H 2.2370 0.7369 5.9854  0.109
S 5.4947 2.7050 0.0076  0.807
H 2.9712 -2.5135 8.3379  0.123
H -7.7892 4.1552 3.2086  0.102
H 4.7520 -3.9457 -4.6242  0.120
H -8.9033 0.3847 4.9064  0.123
C 1.8184 -4.2902 -3.1682  -0.433
O 2.6429 6.1741 1.0736  0.004
H -5.0021 2.8794 0.5541  0.119
O -4.6305 -2.2137 -3.0006  0.083
O 1.3522 -2.1110 7.1126  0.021
H 3.2027 11.9315 1.7208  0.129
O -2.4439 -2.0460 -6.8628  0.098
H 5.6930 3.0946 1.3415  0.069
H 0.7175 0.5873 -7.9378  0.127
H 1.2303 -0.6234 -6.7363  0.115
C -1.5855 0.7152 1.4213  -0.273
C 1.0550 -1.0227 6.3435  -0.456
O -5.4119 -6.2247 -5.4586  0.088
H 5.7898 1.4737 2.7954  0.078
H -4.9413 -3.2653 -8.4759  0.130
H 1.1550 0.8054 7.4212  0.137
H -6.6686 -3.6974 -5.0142  0.135
O 5.2695 -3.2699 1.5540  0.071
H -6.1584 -0.4799 3.9059  0.139
C -1.3277 -0.3587 -5.5355  -0.073
C 6.5790 -5.2662 1.1610  -0.084
C 3.0803 10.3529 0.2666  -0.460
C -1.5461 -1.2300 -6.7352  -0.438
H 5.8334 -0.7581 1.4358  0.087
C 7.9540 -5.5315 1.7198  -0.172
C -3.5516 -2.7831 -2.9977  -0.459
H 1.6607 -1.5541 9.0687  0.124
C -8.1228 -1.4365 5.7174  -0.094
O 6.6739 1.7362 -0.3859  -0.472
H -7.7047 -4.8499 -5.9282  0.129
H 7.8689 -5.8673 2.7605  0.123
C 3.2833 -4.6053 -3.1423  -0.079
H 3.2579 0.1875 8.4712  0.116
H -0.5488 -2.9928 -2.0970  0.124
C -3.5540 -0.1372 -0.1161  -0.212
H -4.8609 1.3896 1.8003  0.111
C 8.5968 -4.1700 1.6748  -0.167
O 5.7115 4.0116 -0.8515  -0.475
H -3.4433 -1.0732 -0.8141  0.080
H -7.4132 0.5927 0.8474  0.133
C 3.3861 10.8573 1.6444  -0.088
C 2.7370 2.0550 0.8928  -0.417
C -7.9879 3.5567 2.2123  -0.118
C 1.8184 0.1745 6.8232  -0.081
C 4.8527 10.5350 1.7812  -0.172
H 4.8710 -1.7285 2.7340  0.093
H -2.0311 -4.8112 -1.7941  0.131
C 3.8392 -3.6075 -4.1265  -0.164
C -6.9975 1.7035 0.9638  -0.219
H -4.4912 1.5330 -1.4035  0.107
H -2.2517 1.5006 1.9878  0.050
C -2.0719 0.6315 -0.1416  -0.256
H -9.1449 3.3815 2.0654  0.100
H -7.0882 -2.4183 -7.0375  0.120
O -7.7622 -1.6673 3.4063  0.033
C 2.6873 -3.4029 -5.0751  -0.165
H 3.9789 0.8981 -0.7849  0.135
H 3.7582 -0.7083 7.0272  0.119
O 1.3818 1.9477 0.2550  -0.210
H 3.4334 -5.6351 -3.4782  0.136
C 6.3484 -3.8392 1.5569  -0.443
O 1.9385 4.7132 -0.8600  0.040
H 2.6992 -2.4045 -5.5221  0.119
O 2.0864 10.6306 -0.3838  0.101
C -3.3210 -4.2101 -3.3937  -0.077
H -0.9422 1.5019 -6.5219  0.124
H 8.5129 -6.2900 1.1653  0.118
O 7.5323 -3.2436 1.8853  0.008
H -2.2646 0.0913 -5.1992  0.142
H 3.5263 -0.0539 1.1261  0.147
O -4.6971 -4.6629 -6.9687  0.025
H 0.4030 2.1690 3.0091  -0.022
C -6.6583 -3.4156 -7.1628  -0.168
H 2.7793 10.3075 2.3692  0.139
H 0.2816 1.1057 -5.3040  0.127
O -7.3526 2.2231 2.3011  -0.311
C 2.9007 -0.4559 7.6627  -0.172
C 5.2421 0.5441 3.2450  -0.173
H -1.3258 -0.0199 -0.7699  0.095
H 2.6703 -4.1498 -5.8757  0.131
C 2.2428 -1.7180 8.1558  -0.183
H 4.0648 -2.6674 -3.6084  0.128
C -7.9264 -0.0742 5.1018  -0.165
H -4.6661 -2.6099 -6.8428  0.106
C -5.1734 -3.3940 -7.4147  -0.179
H -4.0694 -4.8690 -2.9474  0.135
C -8.2443 -2.3136 4.5082  -0.463
H 4.7763 8.3921 1.4308  0.127
C 0.3723 -0.0738 -7.1374  -0.170
H 1.8941 3.6565 2.4495  0.106
H -3.3384 -4.2856 -4.4845  0.125
C -5.3432 1.7649 0.7946  -0.155
H -2.1572 1.7372 -0.5833  0.115
C 5.0075 9.3223 0.9012  -0.170
H 6.5616 -5.3417 0.0702  0.134
H -7.4684 0.3461 3.0262  0.084
C -7.2450 -0.3965 3.7977  -0.165
C -4.8044 0.8546 -0.4928  -0.207
C 3.5776 0.7098 3.2682  -0.173
H -9.0297 -1.4752 6.3252  0.127
H 5.5476 0.5011 4.3978  0.107
H 3.7006 -4.4587 -2.1434  0.133
H 6.0145 9.2495 0.4802  0.130
O 1.0008 -4.6586 -2.3412  0.109
C -5.5866 -5.1865 -6.0749  -0.472
H 5.4496 11.3631 1.3800  0.120
H -1.8269 -0.3449 1.9107  0.072
C -1.9460 -4.4754 -2.8348  -0.156
C -6.7722 -4.2808 -5.9333  -0.083
H 9.0564 -3.9592 0.7035  0.130
F 3.1478 1.8169 4.1668  -0.119

## Properties
net charge	-1
multiplicity	1
orbital gap	6.77	eV
HOMO level	-5.066	eV
LUMO level	1.70	eV

=====

[2]
Formula: C46H80Br22O12
Source: the Open Molecules 2025 dataset
Level of theory: ωB97M-V with the def2-TZVPD basis set

Each line ends with the Löwdin charge.
Atoms and positions in Å:
C 3.0146 3.0525 5.8568  -0.802
H 2.6772 -6.3677 -4.1015  0.129
H 3.7877 1.7455 -2.9460  0.015
C 1.6845 -6.4585 -3.5945  -0.180
H 3.0877 -4.5605 -0.1755  0.062
Br 1.9962 -3.8689 3.4991  0.624
C 3.6433 2.5034 -2.1919  -0.769
H -4.0609 -5.0783 -0.0089  0.030
Br -5.6761 0.3922 -1.5806  0.690
Br 3.2880 3.3358 1.4131  0.721
H 3.3351 -2.9114 -2.8152  0.013
H -4.7822 4.5503 0.8660  0.135
H -3.0060 1.2701 -1.0035  0.013
H -2.5363 -1.7492 3.3440  0.068
H -6.1056 -2.8895 4.6818  0.138
H -3.7711 1.7153 1.2579  0.094
C -0.4468 -5.4664 -3.2858  -0.063
H 4.3916 4.2059 -3.3697  0.052
Br -3.9197 -4.0199 -2.2241  0.685
H 3.4112 3.9717 5.5538  0.029
C 0.2100 1.6387 1.1444  -0.194
H -1.0744 -6.3065 -3.0709  0.124
Br 8.5787 -0.7379 -1.0471  0.673
C -5.0622 -1.1145 4.1082  -0.521
H 2.7001 -2.2059 -5.7344  0.016
C -4.1190 3.6862 0.6669  -0.124
H 1.1939 4.7070 0.8260  0.030
H 0.3007 -1.6091 0.5135  0.131
H 2.2104 5.6533 2.7844  -0.032
C 2.2535 4.8717 0.7779  -0.624
H -0.9936 -4.5597 -3.5370  0.096
H 3.7661 2.1353 -1.1927  -0.032
H -2.0720 -0.8976 7.0994  0.134
C -3.7627 -2.3264 -6.6440  -0.685
H -3.4562 3.9087 3.2738  0.141
H 4.0300 -1.5408 -4.6811  0.068
C 0.9309 0.7805 -6.3706  -0.671
C 1.5222 3.0775 6.0759  -0.551
Br 1.6848 -0.2740 -7.8655  0.578
H 2.7024 5.2040 -0.1492  0.030
H 1.3305 1.8006 -4.5980  0.013
H -3.2872 2.0541 -2.4788  0.077
H 2.4450 0.3353 -4.8771  -0.012
H -3.0674 -2.4704 5.3357  0.096
Br -5.4869 -2.0942 -5.7837  0.633
H -3.8777 -3.0764 -7.4086  0.055
C -2.0676 3.8652 1.7066  -0.512
Br 4.5068 -2.3398 6.7698  0.613
H 0.4227 5.6715 -1.5758  0.051
H -5.1321 2.4918 2.1750  0.131
H 2.0351 0.5279 1.2041  0.003
O 1.6571 -5.7769 -2.3739  0.005
H 0.7279 -5.0512 -5.0588  0.103
H 6.6178 -1.0006 -2.4641  0.049
Br -2.1634 -4.3366 1.9446  0.744
H -2.7419 -3.7294 -5.3538  0.051
C -2.3714 6.4991 -1.8293  -0.478
O -1.9215 6.5389 -3.1104  0.024
H -4.4354 3.3967 -0.3414  0.107
Br 1.8224 3.0602 -2.2372  0.772
H -4.7410 -1.5947 1.4199  0.101
H -0.4442 7.9491 -3.3727  0.127
H 6.6588 -2.3689 -1.3668  0.048
Br -0.9367 -2.2805 -6.3349  0.683
Br 1.9479 7.6376 1.4680  0.727
C 2.7114 -2.9949 -3.7551  -0.720
H 0.8946 7.3269 -1.5611  0.110
O -3.5209 6.3316 -1.6216  0.133
H 1.0819 2.0927 6.0786  0.007
C -1.9757 -2.2770 5.2740  -0.139
H 1.1113 -4.3525 1.2854  0.017
C 0.0380 6.6439 -1.7337  -0.188
H 1.5171 -7.5122 -3.3626  0.132
Br 0.7231 3.7622 4.3151  0.692
H 1.2446 0.5529 -0.3109  0.086
H 6.0282 0.5293 -0.4158  0.031
H -0.5039 -1.7215 6.6567  0.123
O -1.1324 1.2622 0.8106  0.019
H -6.2236 -0.5537 1.2335  0.092
Br -1.3254 0.4156 -2.7306  0.704
C -1.6164 -1.6117 3.8843  -0.180
H 3.2576 2.3155 5.0923  -0.069
H 0.1091 -6.7240 -4.9171  0.097
C -5.6341 -1.1734 1.9116  -0.126
H 2.3682 -1.5622 5.7396  0.026
H 3.6462 5.9336 1.9676  0.034
O -2.2821 -0.5771 0.4755  0.080
Br 3.3620 2.3017 -5.9302  0.659
C -1.2210 -0.0737 0.7102  -0.479
H 1.9814 -2.8937 1.3066  0.021
H 0.1768 0.1582 -5.9489  -0.046
C 6.8042 -1.3013 -1.4208  -0.755
C -3.2476 -4.6136 -0.5130  -0.732
C -6.3481 -2.3443 2.5666  -0.150
O 0.2383 -4.5946 -1.0616  0.059
H -3.7019 -1.3083 -7.0647  0.047
H 4.9358 -0.3337 4.7233  0.053
H 0.3015 1.8052 2.2237  0.084
C 2.0832 -3.9445 1.5204  -0.639
Br 2.9953 0.5254 3.5969  0.834
C -2.6863 -2.6701 -5.6363  -0.713
C -4.1229 2.6261 1.7516  -0.155
H -1.3762 -3.1830 5.4102  0.105
C 1.9230 1.1716 -5.3266  -0.755
O -2.7050 4.0957 0.5689  0.022
C 5.8516 -0.5668 -0.4773  -0.665
H -3.6864 -0.9889 -2.0690  -0.002
Br 1.2451 -1.7841 -3.4023  0.638
Br 5.0350 -4.1370 1.3531  0.650
H 4.3286 4.4016 -1.6521  0.008
H -2.5417 2.4295 3.3409  0.127
H -2.7724 -2.1062 -4.7216  0.009
C 3.4464 -2.4309 -4.9554  -0.727
H -3.4590 -2.7143 0.5131  0.036
H 3.3432 -0.2052 6.4975  0.006
Br 4.0684 -0.8669 -1.1780  0.726
O -0.9606 4.3057 1.8026  0.028
H 0.4154 2.5160 0.5497  0.083
C -3.0157 3.1283 2.6376  -0.058
O -0.8232 1.0692 5.8482  0.074
H 0.1241 -0.9333 2.1597  0.111
C -1.1869 6.8368 -0.8962  -0.076
H 1.1629 3.8079 6.8121  0.065
C -2.6796 -3.4635 0.2644  -0.640
C 3.2426 -4.6685 0.9130  -0.691
H -0.7577 -2.1429 3.4586  0.061
H -1.7948 -2.9612 -0.0848  0.036
H -1.2378 6.1856 0.0119  0.113
C 0.4551 -5.2300 -2.1096  -0.438
Br 6.3525 3.1279 -2.0595  0.632
H -4.6964 -3.1774 3.6492  0.091
C 2.5787 5.9273 1.8418  -0.815
C 3.3120 -1.0630 5.8404  -0.661
C -4.0011 -0.0129 -2.4323  -0.731
H 0.4179 1.6378 -6.8497  0.077
C -3.0009 1.0817 -2.0609  -0.674
H -7.3929 -2.3048 2.8206  0.118
C -1.4268 -1.2515 6.2739  -0.053
H -1.3431 7.8831 -0.5527  0.142
C 1.0507 0.4751 0.7617  -0.247
C 0.5342 -5.9116 -4.4125  -0.125
H -0.0466 6.4461 -3.9907  0.123
C 3.9800 -0.7874 4.5362  -0.724
H 4.1159 -1.6697 3.9701  0.006
H 5.8307 -0.9768 0.5202  0.032
C -5.5372 -2.5331 3.8141  -0.077
H 2.2925 -3.9857 -3.9228  -0.001
O -5.1875 -0.3608 3.0185  0.038
O -4.6941 -0.7490 5.1746  0.132
C -1.2176 0.0174 5.4014  -0.461
O -1.3507 -0.2007 4.0909  0.032
Br 4.5016 -3.9240 -5.4841  0.710
Br 3.8598 2.5725 7.4644  0.708
C -0.5274 6.8795 -3.1113  -0.169
H -2.5193 -5.4367 -0.7126  0.057
H -6.3166 -3.1959 1.9489  0.098
C 4.4850 3.7020 -2.4248  -0.650
C 0.1584 -0.6500 1.0781  -0.066
H 3.2087 -5.6892 1.2902  0.055
H -4.1857 -0.0525 -3.5020  0.030

## Properties
multiplicity	1
orbital gap	9.57	eV
HOMO level	-9.556	eV
LUMO level	0.01	eV

=====

Q: What is the multiplicity in the second record?
A: 1

=====

Q: HOMO level of number 1 (C46H78AlBFO23S)?
A: -5.066 eV